# 1
A cluster of 10 separate species, C54H57N10O7PS in total, computed with ωB97M-V/def2-TZVPD.

Its largest force on an atom is 1.22 eV/A. As for the SMILES: O=C(OCOc1ccccc1)N(C[SH](=O)=O)P(O)O.c1ccncc1.c1ccncc1.c1ccncc1.c1ccncc1.c1ccncc1.c1ccncc1.c1ccncc1.c1ccncc1.c1ccncc1. As for the HOMO energy: -0.3312 Ha. The calculation puts the orbital gap at 9.5 eV. The LUMO energy is 0.5 eV.

The geometry in ORCA input format:
```
! RIJCOSX wB97M-V def2-TZVPD def2/J DEFGRID3
* xyz 0 1
O 4.581 -0.729 2.762
C 4.120 -1.810 2.455
O 3.379 -2.521 3.333
C 2.246 -3.241 2.872
O 1.121 -2.414 2.884
C 0.585 -2.141 1.636
C -0.101 -3.112 0.933
C -0.592 -2.811 -0.333
C -0.394 -1.551 -0.870
C 0.260 -0.572 -0.141
C 0.748 -0.868 1.125
N 4.291 -2.339 1.164
C 5.115 -1.443 0.340
S 4.267 0.055 -0.176
O 5.139 1.161 0.117
O 3.830 -0.137 -1.535
P 5.073 -3.971 0.946
O 4.078 -4.746 -0.071
O 4.735 -4.797 2.284
H 2.089 -4.048 3.588
H 2.392 -3.663 1.879
H -0.233 -4.095 1.372
H -1.115 -3.570 -0.901
H -0.760 -1.324 -1.862
H 0.412 0.429 -0.526
H 1.246 -0.128 1.740
H 5.341 -1.972 -0.591
H 6.070 -1.157 0.784
H 3.198 0.177 0.642
H 3.792 -4.195 -0.814
H 3.974 -5.385 2.167
C 3.242 3.939 3.549
C 3.548 2.665 3.098
C 2.744 1.610 3.506
N 1.689 1.752 4.309
C 1.412 2.982 4.735
C 2.150 4.103 4.386
H 3.844 4.788 3.253
H 4.391 2.483 2.443
H 2.958 0.606 3.168
H 0.551 3.073 5.390
H 1.873 5.079 4.761
C 6.104 -2.117 -4.781
C 6.250 -3.452 -5.130
C 5.546 -4.409 -4.411
N 4.729 -4.117 -3.401
C 4.603 -2.831 -3.084
C 5.264 -1.799 -3.726
H 6.637 -1.343 -5.316
H 6.898 -3.751 -5.942
H 5.636 -5.461 -4.658
H 3.923 -2.599 -2.269
H 5.100 -0.781 -3.407
C -4.202 3.175 0.002
C -3.518 3.707 -1.081
C -2.486 2.965 -1.633
N -2.109 1.770 -1.183
C -2.777 1.275 -0.142
C -3.826 1.931 0.482
H -5.015 3.722 0.464
H -3.777 4.674 -1.490
H -1.929 3.344 -2.484
H -2.452 0.301 0.208
H -4.331 1.479 1.321
C -5.071 -6.575 -0.273
C -3.982 -7.283 0.209
C -2.711 -6.867 -0.158
N -2.475 -5.825 -0.952
C -3.533 -5.156 -1.407
C -4.844 -5.486 -1.099
H -6.079 -6.867 -0.009
H -4.111 -8.140 0.856
H -1.834 -7.395 0.201
H -3.317 -4.311 -2.052
H -5.662 -4.903 -1.498
C -2.924 1.560 -6.511
C -3.014 1.518 -5.130
C -4.133 2.072 -4.525
N -5.129 2.647 -5.198
C -5.026 2.679 -6.525
C -3.952 2.153 -7.226
H -2.068 1.138 -7.021
H -2.238 1.067 -4.525
H -4.239 2.054 -3.447
H -5.848 3.153 -7.050
H -3.925 2.208 -8.306
C -8.992 -0.925 0.568
C -7.887 -1.612 1.046
C -6.625 -1.167 0.679
N -6.417 -0.116 -0.110
C -7.486 0.534 -0.563
C -8.790 0.172 -0.254
H -9.993 -1.239 0.832
H -7.996 -2.473 1.691
H -5.734 -1.673 1.037
H -7.285 1.386 -1.204
H -9.622 0.738 -0.649
C -6.236 2.708 5.609
C -6.749 2.358 4.371
C -5.971 1.576 3.532
N -4.753 1.140 3.847
C -4.273 1.485 5.039
C -4.970 2.262 5.952
H -6.811 3.318 6.294
H -7.732 2.684 4.058
H -6.339 1.280 2.554
H -3.278 1.119 5.271
H -4.527 2.510 6.907
C 0.109 7.851 -2.219
C -0.904 8.771 -2.003
C -1.932 8.428 -1.137
N -2.003 7.261 -0.502
C -1.022 6.388 -0.720
C 0.051 6.632 -1.564
H 0.930 8.080 -2.887
H -0.901 9.735 -2.493
H -2.742 9.123 -0.942
H -1.107 5.444 -0.192
H 0.819 5.883 -1.701
C 10.972 -1.398 2.077
C 10.123 -2.472 1.861
C 9.193 -2.377 0.837
N 9.062 -1.309 0.052
C 9.882 -0.284 0.274
C 10.850 -0.280 1.267
H 11.713 -1.430 2.864
H 10.177 -3.363 2.471
H 8.507 -3.192 0.627
H 9.751 0.574 -0.375
H 11.490 0.581 1.401
*
```

# 2
A cluster of 2 separate species, C54H66N3O4 in total, computed with ωB97M-V/def2-TZVPD.

Its largest force on an atom is 3.63 eV/A. As for the HOMO energy: -0.3750 Ha. The calculation puts the orbital gap at 6.4 eV. The LUMO energy is -3.8 eV.

The geometry in ORCA input format:
```
! RIJCOSX wB97M-V def2-TZVPD def2/J DEFGRID3
* xyz 1 1
C 3.092 -0.204 -2.019
C 2.468 -1.159 -3.047
C 2.629 -0.550 -4.444
C 3.264 -2.473 -3.025
C 0.967 -1.463 -2.742
C -0.065 -1.119 -3.625
C -1.343 -1.675 -3.465
C -1.544 -2.740 -2.589
C -0.523 -3.113 -1.715
C -0.581 -4.489 -0.985
C -0.677 -4.297 0.524
C 0.662 -5.321 -1.332
C -1.803 -5.327 -1.388
C 0.567 -2.198 -1.597
N 1.105 -1.859 -0.307
C 2.196 -2.593 0.338
C 2.109 -2.145 1.759
N 1.345 -0.884 1.705
C 1.331 -0.104 2.941
C 2.471 0.683 3.285
C 3.819 0.792 2.513
C 4.415 2.205 2.650
C 3.711 0.553 1.019
C 4.832 -0.185 3.139
C 2.467 1.396 4.487
C 1.336 1.472 5.278
C 0.295 0.596 5.016
C 0.339 -0.310 3.957
C -0.610 -1.537 4.099
C -1.735 -1.289 5.120
C 0.169 -2.738 4.656
C -1.311 -1.874 2.796
C 0.748 -0.753 0.442
C -0.319 0.124 -0.035
C -0.674 1.200 0.897
C 0.179 2.289 1.183
C -0.128 3.107 2.252
C -1.298 2.816 3.004
N -1.316 3.044 4.400
O -2.201 2.436 5.061
O -0.424 3.732 4.937
C -2.290 1.943 2.525
C -1.978 1.149 1.450
H 2.496 -0.206 -1.105
H 4.115 -0.509 -1.749
H 3.130 0.828 -2.377
H 2.292 -1.247 -5.219
H 2.075 0.390 -4.540
H 3.688 -0.323 -4.632
H 2.882 -3.174 -3.777
H 4.321 -2.275 -3.250
H 3.227 -2.970 -2.051
H 0.103 -0.423 -4.451
H -2.172 -1.324 -4.081
H -2.496 -3.286 -2.604
H -1.584 -3.732 0.778
H -0.725 -5.276 1.025
H 0.192 -3.762 0.915
H 0.611 -5.657 -2.376
H 1.599 -4.764 -1.211
H 0.699 -6.207 -0.682
H -1.796 -5.562 -2.459
H -1.774 -6.275 -0.834
H -2.738 -4.817 -1.129
H 2.090 -3.677 0.248
H 3.161 -2.316 -0.120
H 1.571 -2.874 2.379
H 3.083 -2.007 2.239
H 4.833 2.388 3.647
H 5.240 2.331 1.933
H 3.660 2.968 2.426
H 3.480 -0.488 0.791
H 2.948 1.209 0.577
H 4.673 0.785 0.532
H 4.488 -1.227 3.124
H 5.791 -0.139 2.604
H 5.011 0.078 4.190
H 3.352 1.945 4.817
H 1.294 2.144 6.123
H -0.523 0.577 5.735
H -2.293 -0.375 4.889
H -2.443 -2.130 5.100
H -1.342 -1.229 6.142
H 1.066 -2.980 4.081
H 0.497 -2.519 5.681
H -0.470 -3.633 4.685
H -0.598 -2.063 1.995
H -1.948 -2.764 2.923
H -1.944 -1.033 2.490
H -1.108 -0.519 -0.478
H 1.076 2.460 0.571
H 0.508 3.904 2.610
H -3.228 1.873 3.054
H -2.710 0.465 1.029
C 1.064 5.352 -5.618
O 1.613 4.229 -4.899
C 0.838 3.675 -3.925
C 1.392 2.573 -3.226
C 0.604 1.812 -2.390
C -0.760 2.118 -2.213
C -1.585 1.125 -1.524
C -2.951 1.652 -1.220
C -4.086 0.922 -1.605
C -5.288 1.595 -1.749
C -5.394 2.947 -1.364
O -6.571 3.527 -1.727
C -7.363 2.494 -2.443
C -6.556 1.186 -2.413
C -4.329 3.614 -0.735
C -3.138 2.940 -0.619
C -1.285 3.254 -2.880
C -0.503 4.035 -3.707
H 1.891 5.694 -6.236
H 0.217 5.051 -6.250
H 0.745 6.143 -4.926
H 2.432 2.341 -3.453
H 0.999 0.940 -1.870
H -1.666 0.225 -2.148
H -4.007 -0.126 -1.914
H -8.330 2.407 -1.932
H -7.527 2.841 -3.473
H -6.366 0.811 -3.423
H -7.075 0.412 -1.838
H -4.493 4.629 -0.392
H -2.288 3.446 -0.151
H -2.333 3.551 -2.797
H -0.956 4.863 -4.256
*
```

# 3
A structure of composition C54H68BN13O3S, computed with ωB97M-V/def2-TZVPD.

Its largest force on an atom is 0.73 eV/A. As for the HOMO energy: -0.2982 Ha. The calculation puts the orbital gap at 7.5 eV. The LUMO energy is -0.6 eV.

The geometry in ORCA input format:
```
! RIJCOSX wB97M-V def2-TZVPD def2/J DEFGRID3
* xyz 0 1
C -0.999 -4.491 -2.290
C -1.459 -4.252 -3.735
O -2.612 -3.435 -3.829
C -2.389 -2.095 -4.225
C -2.904 -1.049 -3.269
C -4.041 -1.138 -2.517
C -4.926 -2.366 -2.545
B -6.475 -2.122 -2.356
O -7.282 -3.065 -1.742
O -7.059 -0.983 -2.821
C -4.420 -0.043 -1.668
C -3.735 1.124 -1.589
C -2.584 1.261 -2.394
N -1.790 2.337 -2.503
S -0.647 1.946 -3.548
N -1.053 0.445 -3.907
C -2.168 0.171 -3.207
H 0.085 -4.411 -2.230
H -1.447 -3.761 -1.619
H -1.295 -5.487 -1.966
H -1.741 -5.216 -4.161
H -0.648 -3.870 -4.357
H -2.892 -1.943 -5.189
H -1.332 -1.900 -4.402
H -4.815 -2.832 -3.528
H -4.546 -3.111 -1.843
H -6.909 -3.945 -1.845
H -8.015 -1.078 -2.900
H -5.311 -0.134 -1.063
H -4.070 1.921 -0.943
N -0.915 -4.071 1.624
C -0.227 -4.355 2.771
C 0.195 -3.165 3.308
C -0.260 -2.128 2.448
C -0.947 -2.721 1.423
H -1.339 -4.749 1.018
H -0.092 -5.369 3.102
H 0.769 -3.052 4.212
H -0.107 -1.067 2.560
H -1.448 -2.295 0.570
N 1.635 1.987 0.595
C 2.449 2.575 1.518
C 3.253 1.601 2.052
C 2.902 0.374 1.413
C 1.910 0.654 0.511
H 0.939 2.464 0.049
H 2.390 3.633 1.708
H 4.014 1.748 2.803
H 3.332 -0.598 1.591
H 1.372 0.023 -0.176
N 0.075 1.378 4.607
C 0.482 2.027 5.740
C -0.559 2.011 6.630
C -1.639 1.326 6.009
C -1.215 0.947 4.763
H 0.639 1.244 3.785
H 1.472 2.443 5.816
H -0.549 2.442 7.618
H -2.612 1.133 6.428
H -1.717 0.411 3.975
N 5.171 4.727 -1.652
C 5.499 6.022 -1.949
C 4.488 6.826 -1.494
C 3.513 5.981 -0.895
C 3.965 4.692 -1.008
H 5.730 3.924 -1.872
H 6.419 6.261 -2.455
H 4.451 7.898 -1.578
H 2.588 6.287 -0.436
H 3.533 3.759 -0.687
N 5.860 -1.987 1.859
C 6.919 -2.665 1.321
C 6.827 -3.973 1.717
C 5.660 -4.091 2.521
C 5.085 -2.850 2.586
H 5.674 -1.006 1.737
H 7.645 -2.161 0.707
H 7.516 -4.760 1.458
H 5.286 -4.984 2.993
H 4.191 -2.513 3.084
N -0.185 6.516 9.021
C 0.504 6.713 10.187
C 1.258 5.595 10.421
C 1.014 4.688 9.353
C 0.119 5.286 8.506
H -0.820 7.172 8.608
H 0.400 7.626 10.746
H 1.912 5.442 11.263
H 1.446 3.710 9.223
H -0.322 4.943 7.586
N 5.420 0.796 5.667
C 5.941 0.025 4.664
C 7.167 0.538 4.334
C 7.393 1.665 5.172
C 6.298 1.796 5.983
H 4.528 0.650 6.104
H 5.400 -0.820 4.279
H 7.830 0.147 3.580
H 8.261 2.302 5.179
H 6.071 2.512 6.755
N 9.068 -5.216 3.943
C 10.320 -5.465 3.456
C 10.686 -6.722 3.859
C 9.608 -7.252 4.619
C 8.626 -6.298 4.651
H 8.547 -4.369 3.798
H 10.842 -4.731 2.867
H 11.620 -7.208 3.634
H 9.560 -8.221 5.087
H 7.654 -6.297 5.114
N -10.268 -1.807 -4.747
C -11.619 -1.609 -4.857
C -11.819 -0.554 -5.705
C -10.541 -0.097 -6.127
C -9.605 -0.887 -5.521
H -9.835 -2.519 -4.188
H -12.316 -2.234 -4.326
H -12.776 -0.155 -5.995
H -10.334 0.715 -6.803
H -8.529 -0.881 -5.576
N -8.190 -2.698 -9.069
C -8.157 -2.254 -10.364
C -9.433 -1.913 -10.721
C -10.269 -2.158 -9.596
C -9.472 -2.640 -8.594
H -7.395 -3.016 -8.549
H -7.234 -2.219 -10.917
H -9.736 -1.528 -11.680
H -11.331 -1.995 -9.530
H -9.706 -2.941 -7.588
N 2.021 5.564 -4.281
C 2.162 6.096 -5.533
C 0.911 6.389 -6.009
C -0.022 6.023 -5.000
C 0.696 5.515 -3.951
H 2.775 5.262 -3.689
H 3.135 6.223 -5.975
H 0.689 6.823 -6.969
H -1.094 6.123 -5.041
H 0.380 5.132 -2.995
*
```